1.
One molecule with the formula C5H7N. Source: the Open Molecules 2025 dataset; level of theory: ωB97M-V/def2-TZVPD.

```
13
Properties=species:S:1:pos:R:3:forces:R:3
C 2.647543 -0.863823 -0.101228 0.7 0.0 0.3
C 1.929745 0.106472 -0.080966 0.3 -0.8 -0.1
C 0.996750 1.187538 -0.123052 0.5 -0.1 -0.1
C -0.285562 1.010131 0.165111 -1.2 1.7 -0.7
C -0.935379 -0.273012 0.471643 -0.6 -0.3 0.2
N -2.123470 -0.402294 -0.411388 0.3 -0.2 1.3
H 3.414423 -1.633643 -0.004917 -0.8 0.6 -0.2
H 1.405746 2.132889 -0.451308 -0.2 0.2 0.1
H -1.025137 1.854133 -0.003327 1.1 -0.9 0.4
H -0.210698 -1.085410 0.427214 0.0 -0.2 -0.3
H -1.295602 -0.287459 1.511592 -0.1 0.2 -0.2
H -1.859485 -0.567893 -1.369189 0.1 -0.3 -0.1
H -2.658877 -1.177634 -0.030186 -0.1 0.1 -0.6
```
Forces are in eV/Å.

As for the relative energy (zero: lowest compared OMol25 entry of this formula, charge and spin): 2.622 eV. The calculation puts the max |F| at 2.19 eV/A. Its total charge is 0. The calculation puts the gap between HOMO and LUMO at 10.001 eV. The electronic energy comes out at -249.376890 hartree.

---

2.
An isolated ion of composition CH6N3 and charge +1. Source: the Open Molecules 2025 dataset; level of theory: ωB97M-V/def2-TZVPD.

```
10
Properties=species:S:1:pos:R:3:forces:R:3
N -0.141040 0.613118 1.046444 -1.8 -0.2 -1.1
C 0.426476 0.751959 -0.232066 3.0 -0.6 1.7
N 0.771396 -0.686372 -0.156554 -1.5 -1.1 -1.7
N -0.058956 -1.507186 -0.684773 2.2 1.8 1.2
H 0.335196 0.953592 1.812139 1.0 0.9 1.8
H -1.140718 0.619413 1.091402 -0.3 -0.1 0.3
H -0.148186 1.088937 -1.042707 -1.0 0.3 -1.0
H 1.401384 1.284629 -0.113110 -0.9 -0.3 -0.7
H 0.060601 -2.455284 -0.488669 0.7 -1.9 0.7
H -0.932038 -1.322112 -1.094010 -1.3 1.2 -1.1
```
Forces are in eV/Å.

As for the relative energy (zero: lowest compared OMol25 entry of this formula, charge and spin): 3.814 eV. The calculation puts the max |F| at 3.48 eV/A. Its total charge is +1. The calculation puts the gap between HOMO and LUMO at 9.820 eV. The electronic energy comes out at -205.617253 hartree.

---

3.
C42H34N3O3P2SSr as an isolated structure. Source: the Open Molecules 2025 dataset; level of theory: ωB97M-V/def2-TZVPD.

```
86
Properties=species:S:1:pos:R:3:forces:R:3
Sr -0.062912 0.612960 -0.168290 0.2 0.2 0.0
N 2.897312 -1.062785 1.803200 0.5 0.1 -0.3
P 2.643424 -1.210052 0.109078 0.2 -1.4 0.4
C 4.298156 -0.962500 -0.589930 0.2 -0.2 -0.1
C 4.469060 0.227544 -1.271566 2.6 -0.1 0.5
C 5.765130 0.562832 -1.716753 0.3 -1.8 -0.1
C 6.849354 -0.315669 -1.569634 -2.3 -0.9 1.2
C 6.662819 -1.520157 -0.847384 0.1 0.9 -0.8
C 5.389130 -1.852798 -0.426891 -0.4 -0.1 0.9
C 2.476853 -3.057946 -0.030867 0.0 1.2 -0.2
C 2.601657 -4.010940 0.971199 0.6 -0.1 1.2
C 2.540450 -5.382934 0.743859 -0.9 0.5 -3.0
C 2.295193 -5.765761 -0.632138 -0.4 0.5 1.7
C 2.066661 -4.816532 -1.609956 1.2 0.7 0.1
C 2.218134 -3.451270 -1.309940 -0.4 -1.7 -1.0
C 2.078013 -0.338938 2.618020 -0.4 1.0 1.0
C 2.519369 -0.006647 3.900046 -1.3 0.6 -0.1
C 1.754393 0.787992 4.744532 0.3 -0.9 -0.9
C 0.503363 1.194347 4.354731 -0.2 -1.0 -2.4
C 0.130205 0.801740 3.062259 -0.7 0.2 0.6
N 0.872536 0.080150 2.212900 0.1 0.0 -0.4
H 3.834885 -1.179928 2.191956 -0.4 -0.1 -0.4
H 3.743242 0.984544 -1.293858 -1.2 0.7 -0.3
H 5.940047 1.426598 -2.280590 0.0 1.4 -0.5
H 7.805581 -0.166961 -1.974890 1.0 0.7 -0.5
H 7.562647 -2.114920 -0.679364 -0.6 -0.2 0.1
H 5.216147 -2.767120 0.147337 0.1 0.1 -0.3
H 2.850669 -3.631496 1.958622 -0.2 -0.2 0.1
H 2.559654 -6.152346 1.494378 0.3 0.1 0.3
H 2.200190 -6.799571 -0.890960 0.1 -0.5 0.0
H 1.997110 -5.066862 -2.661566 -0.4 -0.3 0.1
H 2.154019 -2.797618 -2.162456 -0.1 0.6 0.0
H 3.422719 -0.430934 4.190097 1.6 -0.3 0.8
H 2.079702 1.046922 5.709064 0.7 0.1 1.1
H -0.177519 1.687420 4.984044 -0.6 0.7 0.6
H -0.870315 1.031246 2.672418 0.3 0.2 0.3
C -6.314616 1.868861 1.637465 1.1 0.0 -1.2
C -4.989962 2.261455 1.591957 0.3 -1.1 0.3
C -4.112792 1.636532 0.667855 0.3 1.5 1.0
C -4.542864 0.728265 -0.258475 -0.9 -0.9 -0.8
C -5.940553 0.443829 -0.256314 1.1 -0.4 0.1
C -6.795641 0.977872 0.676901 0.1 0.2 0.9
P -3.161007 -0.121618 -1.249684 -0.7 0.4 0.3
C -2.632625 -1.481166 -0.112207 0.0 -0.3 0.0
C -1.697715 -2.433663 -0.577572 0.3 0.8 -0.4
C -0.957893 -3.263618 0.262741 -1.1 0.9 -1.0
C -1.164558 -3.218941 1.612890 -0.6 0.8 0.6
C -2.220128 -2.403753 2.068503 -0.4 0.0 0.5
C -2.989911 -1.527429 1.238873 1.2 -0.6 0.6
C -3.707799 -1.075154 -2.737644 0.7 0.0 -0.1
C -3.300142 -0.645188 -4.027640 -0.9 0.0 1.5
C -3.513849 -1.472098 -5.117080 0.6 0.4 -0.3
C -3.950782 -2.791779 -4.963917 -0.1 1.0 -0.6
C -4.267822 -3.210255 -3.685802 -0.5 -0.7 0.0
C -4.179114 -2.376063 -2.585087 -0.1 0.1 1.0
H -6.926479 2.270154 2.391576 -0.9 0.3 0.8
H -4.628600 2.858597 2.431662 0.2 0.1 -0.6
H -3.066568 1.924745 0.704279 0.1 0.0 0.0
H -6.331412 -0.320398 -0.877104 -0.2 -0.5 -0.8
H -7.808180 0.627752 0.813764 -0.1 0.0 -0.5
H -1.464943 -2.474298 -1.646470 -0.2 0.0 0.2
H -0.307455 -3.926584 -0.228919 1.1 -0.8 -0.2
H -0.472660 -3.752472 2.265887 -0.6 0.0 0.1
H -2.468759 -2.506885 3.128615 0.0 0.4 -0.3
H -3.772456 -0.850908 1.633289 0.6 -0.7 -0.1
H -2.902641 0.366536 -4.085486 0.0 -0.2 -0.4
H -3.263326 -1.041116 -6.080303 -0.1 -0.4 -0.1
H -4.096827 -3.394639 -5.875060 0.1 0.1 0.8
H -4.634203 -4.211022 -3.546729 -0.1 -0.3 0.1
H -4.412398 -2.738703 -1.549282 0.1 0.2 -1.3
O -0.709266 2.919920 0.379367 -1.1 -1.3 0.1
C 0.306665 3.544157 0.051845 1.5 1.9 -0.4
N 1.446829 2.989640 -0.378793 -0.6 -0.7 0.0
S 2.681240 4.085347 -0.496313 0.1 0.6 -0.3
O 3.611910 3.795729 0.571623 -0.1 0.1 -0.8
O 3.147397 4.265767 -1.864645 -0.3 -0.6 1.4
C 1.674937 5.497345 -0.080893 -1.5 0.5 0.0
C 1.940066 6.873856 -0.034970 1.9 -2.5 -0.1
C 0.923857 7.721501 0.268428 1.2 2.6 0.2
C -0.372330 7.332659 0.438453 -0.9 -1.0 -0.5
C -0.690686 5.975155 0.371945 0.9 -0.8 0.1
C 0.372155 5.050902 0.124870 -0.5 0.8 0.4
H 2.996428 7.095490 -0.180873 -0.4 0.8 0.0
H 1.161933 8.804709 0.390854 -0.2 -1.0 -0.3
H -1.086607 8.142219 0.474442 -0.4 -0.3 0.5
H -1.694957 5.597116 0.548499 0.2 0.1 -0.2
```
Forces are in eV/Å.

The calculation puts the max |F| at 3.16 eV/A. Its total charge is +1. The calculation puts the gap between HOMO and LUMO at 8.649 eV. The electronic energy comes out at -3122.363687 hartree.

---

| no. | highest occupied orbital energy (eV) |
| --- | --- |
| 1 | -9.035 |
| 2 | -15.567 |
| 3 | -11.218 |